# 1
Computed, not measured: a structure of composition C33H26BF10N3O4S2SeSr, with ωB97M-V with the def2-TZVPD basis set.

The gap between HOMO and LUMO is 6.9 eV. Its total charge is -2. Its energy above the lowest of the compared OMol25 structures with the same formula, charge and spin is 50.4 kJ/mol. The HOMO energy comes out at -2.740 eV. The largest force on an atom is 0.6 eV Å⁻¹.

Last column: Mulliken charge in e.
Atoms and positions in Å:
H -0.028 2.386 -3.304  0.283
C -3.399 -1.474 -3.979  -0.837
C 0.100 -0.720 -3.485  -0.389
C 5.973 0.732 2.155  -0.839
C 2.345 3.889 -1.703  -0.536
F -2.257 2.238 0.294  -0.382
C 6.026 0.719 3.541  -0.353
F -3.279 1.042 -1.393  -0.381
C 3.514 5.099 0.000  -0.876
C -1.764 0.307 -4.178  0.762
F -2.579 -3.368 3.182  -0.270
H 0.208 2.095 -5.054  0.391
C 4.901 1.065 4.271  -0.896
F -1.851 2.727 -1.948  -0.376
H 0.073 -6.945 -0.148  0.357
N 0.513 -2.572 0.812  0.707
S 1.686 -4.789 1.386  -0.360
H 4.045 5.984 0.335  0.354
C -1.953 -4.429 -1.201  -0.861
H 4.926 1.043 5.353  0.378
C -2.576 -2.128 3.678  0.537
H -0.817 -2.509 -3.006  0.123
C 0.302 -4.859 0.339  0.883
H -2.455 2.239 -4.827  0.373
C 3.726 1.425 3.626  -0.087
H 6.937 0.427 4.049  0.374
H -1.925 -6.556 -1.537  0.373
H 1.383 1.449 -3.879  0.396
H -2.085 0.602 3.641  0.521
H -1.800 -2.362 -0.642  0.871
N -0.406 0.446 -3.941  0.353
C -4.011 0.743 -4.758  -0.664
C 2.146 2.832 -0.826  0.170
C -0.312 -5.941 -0.277  -0.419
C 3.317 4.049 0.879  -0.377
H -3.667 -2.484 -3.704  0.327
C 1.524 -3.033 1.504  -0.187
S 2.628 -2.099 2.422  -0.387
H 2.355 -0.182 1.143  -0.399
O 0.373 1.367 2.734  -0.698
C -1.434 -5.719 -1.057  -0.603
F -1.011 0.826 -1.004  0.087
C -2.100 -1.010 -3.853  0.497
F -5.434 -1.370 3.485  -0.307
H 6.842 0.449 1.573  0.369
F -3.210 -2.198 4.874  -0.316
C 3.029 5.023 -1.297  -0.545
C -0.194 -3.556 0.165  -0.878
H -2.863 -4.276 -1.768  0.382
Sr -0.412 -0.131 1.116  2.203
Se 1.819 -1.140 -3.018  -0.271
O 1.406 3.329 3.001  -0.711
C -4.628 -1.388 2.391  0.254
C -3.108 0.307 3.412  -2.056
F -5.142 -0.493 1.545  -0.231
O 2.031 0.625 0.678  0.135
C 4.803 1.093 1.512  0.129
C 3.668 1.445 2.238  -0.899
F -1.298 -1.830 3.957  -0.241
H -5.376 -0.894 -4.524  0.370
N -0.925 -1.612 -3.455  0.090
C -1.346 -3.344 -0.594  -0.784
C -2.711 1.208 -4.632  -0.588
C -3.150 -1.069 2.701  1.112
H 4.752 1.091 0.430  0.464
C 1.268 2.221 2.487  -0.642
C 2.632 2.904 0.475  -1.110
F -4.805 -2.591 1.829  -0.235
C 0.334 1.682 -4.051  -1.260
H 3.183 5.846 -1.986  0.393
C 2.398 1.770 1.466  3.165
H -4.786 1.423 -5.086  0.348
O -2.438 -1.124 1.571  -0.755
H 1.619 1.945 -1.153  0.446
H 1.958 3.824 -2.713  0.284
H 2.851 1.689 4.202  0.513
H 3.675 4.109 1.897  0.448
H -3.692 0.252 4.333  0.463
H -3.535 1.052 2.743  0.361
B -2.162 1.749 -1.006  0.437
C -4.346 -0.571 -4.436  -0.479

***

# 2
Computed, not measured: a structure of composition C33H26BrCaF3N5O2S3 at a distorted geometry, with ωB97M-V with the def2-TZVPD basis set.

The gap between HOMO and LUMO is 6.9 eV. Its total charge is -1. Its energy above the lowest of the compared OMol25 structures with the same formula, charge and spin is 2.8 kJ/mol. The HOMO energy comes out at -5.182 eV. The largest force on an atom is 3.8 eV Å⁻¹.

Last column: Mulliken charge in e.
Atoms and positions in Å:
C -17.868 5.413 -1.879  -0.632
F -27.032 1.848 -8.998  -0.269
N -21.365 6.031 -2.163  0.220
C -26.729 1.379 -7.779  0.880
H -20.180 9.520 -1.062  0.402
C -26.504 4.754 -3.438  -1.543
F -27.691 1.873 -6.937  -0.254
H -17.723 8.762 -1.247  0.357
C -19.544 7.505 -1.582  1.227
H -22.216 -0.463 -3.249  0.425
H -22.652 8.968 -1.633  0.689
C -23.160 1.729 -6.540  -0.468
C -27.120 7.832 -4.694  -0.144
C -17.319 6.678 -1.485  -0.963
C -22.691 7.120 -5.704  0.080
C -19.084 2.853 -2.303  -0.114
H -25.016 6.472 -3.095  -0.623
Br -17.769 -2.174 -2.008  -0.298
F -26.820 0.044 -7.863  -0.281
C -28.055 8.330 -3.795  -1.123
H -20.706 -2.223 -2.750  0.449
H -24.463 9.528 -3.667  0.491
O -21.551 2.082 -3.532  -0.768
S -21.045 6.704 -5.305  -0.321
C -21.216 -0.191 -2.987  -0.664
N -23.089 3.025 -6.209  -0.267
C -19.094 -0.832 -2.404  0.147
H -23.893 4.879 -1.187  0.356
S -26.163 7.739 -7.883  -0.376
H -17.088 4.684 -2.029  0.353
H -29.071 7.999 -3.788  0.416
C -25.077 5.301 -3.014  1.524
H -18.106 3.020 -1.883  0.244
C -20.788 1.141 -3.084  -0.045
C -24.924 4.825 -1.539  -1.545
H -26.240 3.973 -7.068  0.368
C -26.385 9.743 -2.779  -0.858
N -23.595 7.615 -4.913  -0.222
C -25.371 3.328 -7.043  -0.929
H -24.368 0.023 -7.092  0.454
H -27.434 7.111 -5.439  0.307
C -25.491 9.273 -3.755  0.423
H -26.338 3.687 -3.346  0.595
C -20.043 6.233 -1.912  0.243
H -28.367 9.622 -2.095  0.371
S -23.301 7.050 -7.328  -0.198
H -26.666 4.982 -4.541  -0.045
H -22.247 1.180 -6.406  0.464
C -24.300 1.094 -7.016  -0.772
H -26.097 10.612 -2.142  0.341
C -18.097 7.748 -1.353  -0.920
C -25.394 1.953 -7.330  0.473
H -17.585 0.609 -2.080  0.504
C -25.831 8.375 -4.700  -0.304
C -24.158 3.763 -6.454  0.425
H -16.254 6.618 -1.312  0.379
H -25.638 5.362 -0.963  0.419
C -20.367 -1.216 -2.697  -0.517
C -18.594 0.467 -2.322  -0.899
C -27.678 9.247 -2.847  -0.281
H -27.360 5.121 -2.811  0.291
C -19.193 5.124 -2.097  0.113
N -24.784 7.867 -5.563  0.474
C -22.106 7.040 -2.067  0.583
C -20.514 8.559 -1.394  -0.938
C -19.443 1.486 -2.685  0.175
C -21.793 8.361 -1.681  -1.290
H -25.302 3.750 -1.512  0.333
C -24.889 7.636 -6.855  0.331
O -24.159 4.647 -3.797  -0.219
Ca -21.949 4.316 -3.885  1.603
H -24.089 4.719 -6.009  0.154
H -23.157 6.889 -2.246  -0.194
N -19.775 3.922 -2.481  0.195

***

# 3
Computed, not measured: a cluster of 3 separate species, C33H26ClO9P in total at a distorted geometry, with ωB97M-V with the def2-TZVPD basis set.

The gap between HOMO and LUMO is 8.6 eV. Its total charge is 0. The HOMO energy comes out at -9.306 eV. The largest force on an atom is 2.4 eV Å⁻¹.

Last column: natural (NBO) charge in e.
Atoms and positions in Å:
H -1.113 4.866 1.651  0.523
C -3.770 -0.382 -1.415  -0.071
O 1.068 1.525 3.769  -0.489
C -2.775 0.257 -2.141  -0.187
C 2.129 3.641 2.954  -0.449
H 1.655 -4.413 0.881  0.218
H 3.641 5.173 2.939  0.214
H -8.567 -3.717 0.665  0.216
H -2.304 3.475 5.028  0.498
H 2.942 -2.672 2.075  0.223
H 5.735 0.863 -3.534  0.236
C -1.623 0.787 -0.095  -0.169
O -5.033 -0.880 -3.341  -0.532
O -1.024 2.574 2.276  -1.111
C 2.017 0.729 3.289  0.752
C 4.587 -1.011 -6.110  -0.190
C 3.099 -2.958 -3.260  0.522
C -7.834 -3.152 0.105  -0.197
C -5.947 -1.720 -1.340  -0.139
C 5.224 0.068 -4.058  -0.161
C 4.545 -0.906 -3.337  -0.167
O 5.181 0.012 -1.264  -0.548
C 2.295 -3.775 -1.058  -0.183
C -7.014 -2.319 -1.996  -0.169
H -0.925 1.327 -2.052  0.213
C 3.904 -1.981 -5.397  -0.188
C -4.712 -1.168 0.777  0.538
C 4.552 -0.847 -1.848  0.623
H 2.066 2.828 4.982  0.201
O -2.492 3.488 4.087  -0.959
C 3.872 -1.927 -4.011  -0.053
C 5.240 0.018 -5.441  -0.196
P -1.118 3.619 3.286  2.356
O -1.139 5.041 2.594  -0.988
H 0.486 4.630 4.705  0.258
C 3.727 -1.807 0.286  -0.150
C 1.446 2.874 4.102  0.113
C 2.974 -2.724 0.996  -0.178
C 3.053 -2.860 -1.775  -0.065
C -4.924 -0.982 -2.137  0.539
H 3.391 -2.779 -5.914  0.240
H -0.794 1.245 0.420  0.244
O 1.808 -0.095 2.437  -0.519
C -2.609 0.146 0.634  -0.151
H 4.283 -1.041 0.806  0.237
Cl 3.627 0.852 3.999  -0.066
H 4.608 -1.053 -7.191  0.218
H 1.515 4.495 2.725  0.211
C -1.703 0.835 -1.483  -0.199
C 0.187 3.603 4.546  -0.837
C 2.252 -3.704 0.324  -0.188
C -6.780 -2.547 0.764  -0.177
H -6.684 -2.634 1.837  0.236
H -2.842 0.298 -3.219  0.235
H 3.553 4.329 4.437  0.201
H -8.784 -3.500 -1.789  0.217
O -4.643 -1.226 1.986  -0.529
C 3.764 -1.864 -1.099  -0.178
C -7.955 -3.032 -1.276  -0.192
C 3.493 4.195 3.369  -0.606
H -0.162 3.253 5.504  0.244
C -3.679 -0.449 -0.020  -0.156
H -7.102 -2.227 -3.069  0.239
H 1.738 -4.538 -1.583  0.238
H 2.170 3.053 2.050  0.237
H -2.546 0.106 1.711  0.245
H 4.323 3.582 3.057  0.223
C -5.835 -1.825 0.047  -0.060
H 5.765 0.781 -6.001  0.217
O 2.519 -3.847 -3.847  -0.527